<P>
Molecular formula: C4H12O3
Method: DFT, ωB97M-V/def2-TZVPD

Element x y z (Å)
1 C 0.962 -0.473 -2.247
2 C -0.050 0.023 -1.266
3 C 0.199 -0.534 0.153
4 C -0.940 -0.296 1.092
5 O -1.996 0.254 0.804
6 H 1.291 0.429 -2.770
7 H 0.811 -1.317 -2.792
8 H 1.850 -0.873 -1.784
9 H -1.093 -0.068 -1.714
10 H 0.218 1.091 -1.051
11 H 1.039 -0.018 0.617
12 H 0.446 -1.753 0.011
13 H -0.666 -0.495 2.213
14 O -3.100 3.029 -1.692
15 H -2.279 3.336 -1.340
16 H -3.864 3.049 -1.032
17 O 2.410 -1.435 4.137
18 H 3.159 -1.923 4.417
19 H 1.604 -2.027 4.244

E_LUMO ... 0.641 eV
SMILES ... CCCC=O.O.O
Highest occupied orbital energy ... -9.78 eV
Charge ... 0



<Q>
Molecular formula: C4H12O3
Method: DFT, ωB97M-V/def2-TZVPD

Element x y z (Å)
1 C 0.174 -0.106 -1.730
2 C -1.163 -0.357 -0.152
3 C -0.762 -1.655 0.539
4 O 1.377 0.046 -1.328
5 O -0.335 0.960 -2.438
6 H 1.290 0.935 -0.432
7 H -1.239 0.763 -2.714
8 H -0.105 -1.091 -2.118
9 H -1.657 0.328 0.558
10 H -1.970 -0.531 -0.868
11 H 0.012 -1.482 1.290
12 H -1.603 -2.149 1.035
13 H -0.343 -2.371 -0.173
14 C 1.321 1.157 1.722
15 O 0.739 1.476 0.451
16 H -0.143 0.821 0.223
17 H 0.551 1.201 2.493
18 H 2.092 1.896 1.937
19 H 1.765 0.159 1.708

E_LUMO ... 0.849 eV
Highest occupied orbital energy ... -8.42 eV
Charge ... 0



Out of the structures above, which one is the least stable? Solution: <Q>.